{
  "formula": "C42H123N9O15",
  "method": "ωB97M-V/def2-TZVPD",
  "symbols": ["C", "O", "H", "H", "H", "H", "C", "O", "H", "H", "H", "H", "C", "O", "H", "H", "H", "H", "C", "O", "H", "H", "H", "H", "C", "O", "H", "H", "H", "H", "C", "O", "H", "H", "H", "H", "C", "C", "C", "O", "C", "N", "H", "H", "H", "H", "H", "H", "H", "H", "H", "H", "H", "C", "C", "C", "O", "C", "N", "H", "H", "H", "H", "H", "H", "H", "H", "H", "H", "H", "C", "C", "C", "O", "C", "N", "H", "H", "H", "H", "H", "H", "H", "H", "H", "H", "H", "C", "C", "C", "O", "C", "N", "H", "H", "H", "H", "H", "H", "H", "H", "H", "H", "H", "C", "C", "C", "O", "C", "N", "H", "H", "H", "H", "H", "H", "H", "H", "H", "H", "H", "C", "C", "C", "O", "C", "N", "H", "H", "H", "H", "H", "H", "H", "H", "H", "H", "H", "C", "C", "C", "O", "C", "N", "H", "H", "H", "H", "H", "H", "H", "H", "H", "H", "H", "C", "C", "C", "O", "C", "N", "H", "H", "H", "H", "H", "H", "H", "H", "H", "H", "H", "C", "C", "C", "O", "C", "N", "H", "H", "H", "H", "H", "H", "H", "H", "H", "H", "H"],
  "coordinates": [[3.67867, -0.71181, -1.18141], [2.76765, -1.37430, -0.36099], [3.31862, 0.25627, -1.52966], [4.53375, -0.41082, -0.57615], [4.03169, -1.28763, -2.03693], [3.24934, -2.13589, -0.03000], [2.10387, 0.03516, 3.16581], [2.73125, 0.82466, 4.21920], [1.13936, -0.36320, 3.48068], [2.01598, 0.69009, 2.29896], [2.71653, -0.82553, 2.89755], [2.91270, 0.23917, 4.95802], [-3.60401, -1.63885, -3.85871], [-3.17302, -0.62515, -4.81823], [-4.23900, -2.45101, -4.21268], [-2.74511, -2.00393, -3.29558], [-4.21346, -1.16257, -3.09070], [-2.49925, -1.05803, -5.34760], [-2.66198, -4.60830, -0.19206], [-1.51778, -5.15267, -0.89436], [-3.54350, -4.63587, -0.83259], [-2.82902, -4.87970, 0.85031], [-2.62234, -3.52978, -0.03943], [-1.75551, -5.97061, -1.33714], [-1.82515, -1.25938, 4.78621], [-1.07472, -2.44022, 4.93015], [-1.54413, -0.44279, 5.45128], [-1.50039, -0.80975, 3.84788], [-2.89486, -1.46757, 4.80786], [-1.43465, -3.17329, 4.42549], [-4.62309, 2.41516, -1.04261], [-5.99492, 2.79696, -0.97310], [-4.22992, 2.86476, -1.95440], [-3.96082, 2.79333, -0.26384], [-4.48084, 1.34992, -1.22459], [-6.11238, 3.72950, -1.16848], [-1.18355, 4.19590, 3.94556], [0.01441, 3.54459, 4.66810], [-0.27624, 2.29628, 5.49592], [-0.84399, 2.64921, 6.76448], [-1.07877, 1.56909, 7.70651], [1.02346, 3.18775, 3.60872], [-0.97846, 5.24921, 3.75423], [-2.06450, 4.10971, 4.58164], [-1.43226, 3.76239, 2.97690], [0.54441, 4.28011, 5.27326], [0.70738, 1.89057, 5.73255], [-0.81416, 1.50860, 4.96837], [-1.72509, 0.76425, 7.35635], [-1.60911, 1.96837, 8.57105], [-0.13070, 1.06043, 7.88120], [1.55661, 2.38562, 3.91280], [0.60294, 2.85850, 2.75149], [3.10644, -3.63254, 2.29088], [4.43149, -2.99357, 1.95405], [5.58384, -3.29017, 2.87664], [5.81149, -4.65042, 3.14299], [6.91779, -5.10432, 3.89217], [4.60888, -3.39309, 0.56848], [3.09103, -4.70783, 2.11311], [2.26419, -3.37289, 1.64956], [2.78735, -3.38525, 3.30338], [4.41531, -1.90372, 1.94613], [5.41959, -2.78137, 3.82649], [6.48713, -2.87314, 2.43138], [6.67098, -4.97191, 4.94558], [7.92126, -4.75748, 3.64549], [6.87133, -6.18659, 3.77114], [4.40948, -4.38203, 0.51999], [5.58553, -3.37677, 0.31163], [-1.24613, 6.89606, 1.02072], [0.19785, 7.21472, 0.85280], [1.08856, 6.87570, 2.11502], [1.06909, 7.95731, 3.08894], [1.91672, 7.63969, 4.15269], [0.63934, 6.45924, -0.28928], [-1.44326, 5.83257, 0.88573], [-1.76496, 7.41804, 0.21669], [-1.62476, 7.19399, 1.99846], [0.29215, 8.24157, 0.49955], [2.11162, 6.70561, 1.77960], [0.75823, 5.95350, 2.59306], [2.97346, 7.44748, 3.96707], [1.49776, 6.76068, 4.64251], [1.95030, 8.44456, 4.88695], [1.53736, 6.85784, -0.52333], [0.11527, 6.64863, -1.13165], [-0.15700, 2.94114, -4.69549], [-1.53661, 3.61558, -4.81234], [-2.70328, 2.61589, -4.67186], [-3.94230, 3.34659, -4.70747], [-5.04618, 2.52281, -4.53320], [-1.46822, 4.68658, -3.78657], [-0.09155, 2.18386, -3.91424], [0.68356, 3.63326, -4.64538], [0.03038, 2.38380, -5.61329], [-1.70542, 4.16227, -5.74009], [-2.63534, 2.09232, -3.71826], [-2.67996, 1.93510, -5.52280], [-5.33246, 1.99984, -5.44570], [-5.97272, 3.06515, -4.34480], [-4.92285, 1.69344, -3.83676], [-1.30365, 4.41052, -2.82907], [-2.35809, 5.16143, -3.73415], [2.74039, 2.68836, 0.24700], [3.56282, 3.26329, -0.90390], [2.76482, 3.24412, -2.23766], [3.62579, 3.81471, -3.24470], [4.16472, 2.77321, -4.13759], [3.93424, 4.62962, -0.49770], [3.33028, 2.63015, 1.16173], [2.33379, 1.70855, -0.00351], [1.87658, 3.32520, 0.43775], [4.37463, 2.54074, -0.98751], [1.94022, 3.93598, -2.06604], [2.43576, 2.24535, -2.52450], [3.45335, 1.97976, -4.36667], [4.99144, 2.19199, -3.72916], [4.58430, 3.17945, -5.05794], [4.47545, 4.95088, -1.28762], [3.16736, 5.28212, -0.57665], [2.03508, -4.85772, -1.60602], [2.46024, -6.33237, -1.57301], [3.27121, -6.85689, -0.34639], [4.49388, -6.10765, -0.02914], [5.45654, -6.64928, 0.89586], [1.32612, -7.21298, -1.81143], [2.86800, -4.18460, -1.40295], [1.25362, -4.74127, -0.85512], [1.60893, -4.58267, -2.57082], [3.11954, -6.45930, -2.43168], [3.46909, -7.92514, -0.43441], [2.61833, -6.70093, 0.51240], [5.07688, -6.62811, 1.91739], [6.41799, -6.13629, 0.87218], [5.69340, -7.70329, 0.75075], [0.50725, -6.90096, -1.30925], [1.20294, -7.18748, -2.81356], [-0.50274, -1.31070, 0.85428], [-0.75526, -0.77779, -0.54179], [-0.50918, 0.77250, -0.79697], [-1.21314, 1.59867, 0.10930], [-1.45618, 2.96807, -0.25518], [0.10639, -1.61110, -1.39453], [-1.02126, -0.66889, 1.56654], [0.55959, -1.22677, 1.08348], [-0.76074, -2.35943, 1.00160], [-1.79850, -0.92197, -0.82276], [-0.84263, 0.98117, -1.81352], [0.56177, 0.95276, -0.70380], [-1.93315, 3.51567, 0.55768], [-2.09765, 3.01292, -1.13530], [-0.51807, 3.48403, -0.45966], [0.99165, -1.33069, -0.99731], [0.00201, -2.57871, -1.12446], [2.18031, -1.12700, -4.59642], [0.69986, -0.95300, -5.09414], [-0.01879, -2.24956, -5.56618], [-1.31772, -2.01940, -6.19373], [-1.86880, -3.22839, -6.63570], [-0.03370, -0.36761, -3.99928], [2.66492, -0.15147, -4.63623], [2.81489, -1.73790, -5.23845], [2.28243, -1.52601, -3.58723], [0.71009, -0.25464, -5.93097], [-0.10355, -2.96832, -4.75113], [0.71015, -2.75637, -6.19855], [-1.20457, -3.74940, -7.32523], [-2.81982, -3.06904, -7.14390], [-2.09116, -3.84901, -5.76766], [0.14890, -0.85160, -3.13181], [-1.04323, -0.34527, -4.02073], [-4.50628, -2.18276, 1.68984], [-5.44377, -2.77734, 2.69996], [-6.95461, -2.46941, 2.46787], [-7.19911, -1.05588, 2.60877], [-8.52863, -0.65050, 2.46926], [-5.30360, -4.22642, 2.60462], [-3.50555, -2.55892, 1.90232], [-4.46974, -1.09479, 1.74534], [-4.78133, -2.46733, 0.67423], [-5.15340, -2.54346, 3.72420], [-7.58018, -3.02982, 3.16264], [-7.22359, -2.80895, 1.46764], [-8.97759, -0.98682, 1.53469], [-8.53852, 0.43896, 2.50202], [-9.15174, -1.01860, 3.28433], [-5.67389, -4.47487, 1.69838], [-5.90858, -4.69602, 3.26307]],
  "atomic_forces_ev_per_a": [[1.044, 0.991, 0.151], [-0.730, 0.480, -0.161], [-0.659, -0.219, -0.157], [0.504, -0.167, -0.028], [-0.093, -0.176, -0.044], [0.415, -0.867, 0.252], [0.548, 0.212, 0.623], [-0.299, -0.654, -0.725], [-0.213, 0.243, -0.012], [-0.132, -0.104, 0.099], [0.171, 0.078, -0.081], [-0.011, -0.042, 0.077], [0.297, 1.346, 0.331], [-1.349, -0.996, 1.337], [0.310, -0.073, -0.675], [0.206, -0.427, -0.206], [-0.086, 0.437, -0.144], [0.414, -0.191, -0.494], [-0.173, 0.875, -0.632], [-0.343, 0.763, 0.954], [-0.292, -0.763, 0.266], [0.035, -1.197, -0.214], [1.130, 0.306, -0.560], [-0.334, 0.032, 0.143], [0.217, 0.296, -1.342], [0.770, -0.298, 1.098], [-0.011, -0.801, 0.875], [-0.679, 0.076, -0.608], [-0.047, 0.348, 0.020], [-0.270, 0.303, -0.102], [0.230, 1.114, -1.420], [-0.069, -0.833, 0.637], [0.326, 0.093, -0.228], [-0.603, -0.292, 0.532], [-0.499, -0.096, 0.570], [0.365, -0.025, -0.027], [0.051, 0.079, 0.867], [0.361, -0.451, -2.144], [0.687, 0.303, 1.402], [-1.139, -0.517, 0.233], [0.291, 0.370, -1.374], [-0.337, 0.015, 0.456], [-0.083, 0.032, 0.124], [-0.112, 0.218, -0.010], [0.222, -0.408, 0.055], [-0.406, -0.034, 0.417], [0.297, -0.361, -0.123], [-0.458, 0.196, -0.193], [-0.326, 0.131, -0.665], [0.654, 0.219, 0.082], [0.191, 0.210, 0.690], [0.496, 0.167, 0.307], [-0.559, 0.198, -0.135], [-1.028, 0.092, 0.947], [-0.319, -0.352, -0.846], [0.947, -0.202, 0.997], [-0.474, -0.491, -1.095], [-1.180, -0.523, 0.551], [0.733, 0.011, -0.354], [0.641, -0.230, 0.586], [0.227, 0.863, -0.281], [-0.021, -0.338, 0.156], [-0.445, 0.249, 0.294], [-0.088, 0.345, 0.230], [0.220, 0.321, -0.130], [0.493, 0.428, 0.306], [-0.164, 0.443, -0.274], [0.335, -0.078, -0.201], [-0.281, -0.273, -0.373], [0.334, 0.450, -0.245], [-0.856, 0.171, 0.318], [0.342, 0.156, 0.681], [-0.522, 1.171, -0.673], [0.276, -0.446, -1.533], [-0.260, -0.217, 1.255], [1.660, -1.119, -0.659], [0.187, -0.126, 0.117], [-0.455, 0.028, 0.182], [-0.158, 0.177, -0.115], [0.082, 0.639, 1.223], [0.232, 0.054, -0.032], [-0.151, -0.161, -0.051], [0.067, -0.168, -0.903], [0.214, -0.267, 0.342], [-0.486, 0.226, -0.153], [0.527, -0.269, -0.205], [-0.636, 0.045, 0.088], [-0.295, -0.641, -1.501], [0.636, 0.416, 1.774], [0.067, 1.148, -0.227], [0.761, 0.244, 0.429], [-1.184, -1.010, -0.922], [-0.982, 0.546, -0.229], [-0.152, 0.225, 0.232], [-0.340, 0.316, 0.312], [0.017, -0.310, -0.151], [0.350, -0.185, -0.241], [0.063, -0.355, 0.040], [0.044, -0.386, 0.138], [0.411, -0.183, -0.621], [0.385, 0.512, 0.638], [0.236, 0.295, 0.544], [0.327, -0.748, -0.044], [-0.264, 0.208, -0.194], [-0.574, 0.006, -0.239], [-1.874, -0.517, 0.728], [1.489, 0.807, 0.890], [0.159, -1.825, -1.471], [0.030, 0.298, 0.713], [1.273, -0.485, -1.108], [0.000, 0.013, -0.052], [0.174, -0.216, 0.074], [-0.080, 0.190, 0.147], [0.820, 0.734, -0.223], [-0.366, -0.111, -0.401], [-0.222, -0.002, 0.020], [-0.614, 0.433, -0.183], [0.291, 0.308, 0.772], [-0.487, 0.516, 0.108], [0.794, 0.287, -0.063], [-0.895, -0.419, 0.400], [0.346, -0.353, 0.816], [1.352, 0.291, -0.527], [-0.009, 1.053, 1.052], [0.117, -0.535, -0.954], [-0.919, -0.978, 0.259], [0.699, -0.410, 0.068], [-0.030, 0.045, 0.126], [-0.063, 0.371, 0.138], [-0.004, -0.205, -0.069], [0.196, -0.183, -0.115], [0.103, 0.052, -0.258], [-0.240, -0.310, 0.362], [-0.104, 0.406, 0.075], [-0.419, 0.492, -0.355], [-0.207, -0.232, -0.696], [-0.150, 0.136, -0.185], [-0.722, -0.197, 0.111], [-0.168, 1.533, 0.930], [-0.768, -0.082, -0.003], [0.023, -0.924, 0.158], [-0.612, 0.041, 0.904], [0.812, -0.830, -0.426], [-0.086, 1.282, -0.396], [-0.173, -0.239, 0.381], [0.168, 0.056, -0.026], [-0.318, 0.040, -0.235], [-0.255, -0.187, 0.060], [0.192, -0.001, -0.255], [0.248, 0.169, -0.197], [-0.064, -0.485, 0.184], [0.057, 0.053, -0.150], [0.206, 0.080, -0.136], [0.897, -0.589, -0.487], [-0.202, -0.216, 0.008], [-0.433, -0.051, -0.802], [-0.871, -0.630, 0.596], [1.075, 0.080, -0.112], [1.866, 0.350, 0.318], [-0.431, -0.466, 0.088], [0.172, 1.020, 0.769], [-0.206, 0.138, 0.280], [-0.278, -0.281, -0.258], [-0.400, 0.034, 0.024], [0.012, -0.014, -0.239], [-0.493, 0.202, 0.526], [-0.389, -0.111, -1.063], [0.134, -0.082, 0.024], [0.089, 0.418, -0.016], [0.112, -0.401, 0.055], [0.339, -0.327, 0.233], [-0.175, 0.059, -0.927], [0.273, 0.668, 0.182], [-1.364, -0.659, 0.265], [0.662, 1.591, 0.307], [0.832, -0.929, -0.113], [-0.232, 0.084, 0.083], [0.184, -0.448, -0.221], [0.062, 0.012, -0.092], [-0.115, 0.013, -0.055], [-0.082, -0.055, -0.089], [-0.072, 0.514, -0.023], [0.005, -0.087, 0.330], [-0.045, 0.040, -0.385], [0.023, -0.033, -0.259], [0.005, -0.064, -0.072], [-0.111, -0.135, 0.217], [0.087, -0.404, -0.341], [-0.048, -0.045, 0.276]],
  "total_energy_ev": -89662.0583,
  "multiplicity": 1,
  "relative_energy_kj_mol": 538.9
}